Density functional theory data (ωB97M-V/def2-TZVPD) for a molecular structure, C37H44BF10N10S4TeZr at a distorted geometry.

Values from the calculation:
HOMO energy	-0.361	hartree
calculated total energy	-133750.958	eV
Kohn-Sham gap	7.3	eV

```
! wB97M-V def2-TZVPD RIJCOSX def2/J DEFGRID3
* xyz 1 1
Zr 0.3544 -0.0033 -0.5453
C 2.4067 -1.8382 3.8117
C 1.2097 -2.6738 4.2528
C 1.4973 -4.1394 3.9303
C 1.0102 -2.4758 5.7588
N -0.0893 -2.2977 3.5732
C -1.2304 -3.0429 3.8606
C -2.2860 -2.3640 3.3924
N -1.8192 -1.1958 2.8177
B -2.8582 -0.0989 2.4020
N -3.6433 -0.5200 1.1403
C -4.9821 -0.2038 1.0193
C -5.4002 -0.6448 -0.1776
N -4.3132 -1.2396 -0.8053
C -3.2347 -1.1410 0.0125
S -1.6383 -1.7658 -0.2671
C -4.3716 -1.8002 -2.2090
C -3.9071 -3.2560 -2.2197
C -5.8166 -1.7589 -2.6992
C -3.5167 -0.9182 -3.1138
N -2.2536 1.3307 2.2935
C -2.1567 2.0854 3.4462
C -1.7803 3.3223 3.0989
N -1.6476 3.3433 1.7143
C -1.9432 2.1051 1.2351
S -1.8818 1.5620 -0.4057
C -1.3969 4.6691 1.0346
C -0.1986 5.3203 1.7382
C -1.0856 4.5755 -0.4547
C -2.6555 5.5163 1.2208
C -0.4796 -1.1626 2.9264
S 0.5141 0.0419 2.1882
H 3.2610 -2.1792 4.4018
H 2.6370 -1.9794 2.7564
H 2.2630 -0.7767 3.9993
H 2.4453 -4.4171 4.3938
H 0.7338 -4.8184 4.3117
H 1.5915 -4.2792 2.8533
H 1.8983 -2.8198 6.2935
H 0.8594 -1.4166 5.9841
H 0.1497 -3.0343 6.1325
H -1.1945 -3.9896 4.3718
H -3.3364 -2.6127 3.4039
H -3.6583 -0.0413 3.3054
H -5.5215 0.2953 1.8088
H -6.3777 -0.5979 -0.6196
H -4.5179 -3.8558 -1.5376
H -4.0248 -3.6558 -3.2296
H -2.8621 -3.3512 -1.9325
H -6.4832 -2.3500 -2.0655
H -6.1942 -0.7370 -2.7712
H -5.8397 -2.1893 -3.7002
H -2.5046 -0.8338 -2.7332
H -3.4781 -1.3502 -4.1175
H -3.9458 0.0859 -3.1806
H -2.3438 1.6642 4.4221
H -1.6088 4.1888 3.7142
H 0.6323 4.6130 1.8075
H 0.1300 6.1807 1.1552
H -0.4417 5.6750 2.7410
H -0.2122 3.9604 -0.6606
H -1.9194 4.1848 -1.0294
H -0.8837 5.5935 -0.7959
H -2.9067 5.6386 2.2768
H -2.4955 6.5070 0.7895
H -3.5038 5.0524 0.7126
F 7.6367 0.4311 1.0354
C 6.5288 0.2483 0.3244
C 5.2998 0.2074 0.9468
F 5.2143 0.3162 2.2830
C 4.1725 0.0270 0.1773
F 2.9849 -0.0250 0.7879
C 4.1784 -0.1185 -1.1966
S 2.6957 -0.3264 -2.1045
C 5.4367 -0.0894 -1.7844
F 5.5529 -0.2394 -3.0981
C 6.5908 0.0968 -1.0459
F 7.7762 0.1215 -1.6469
N 3.4990 3.4382 2.3522
C 3.4833 4.1506 1.2225
N 4.2487 5.2395 1.1269
N 2.7247 3.8491 0.1874
C 1.9592 2.8282 0.0904
N 1.2217 1.9516 -0.1067
H 4.1256 3.6535 3.1058
H 2.9807 2.5780 2.4103
H 4.9056 5.4948 1.8407
H 4.2499 5.7470 0.2591
F 0.1746 2.1242 -2.7618
C 0.0700 0.9735 -3.4450
C -0.0774 -0.2039 -2.7254
C -0.1139 -1.3484 -3.5189
F -0.2348 -2.5762 -2.9959
C -0.0461 -1.3235 -4.8942
F -0.1070 -2.4458 -5.6091
C 0.0901 -0.1131 -5.5418
F 0.1540 -0.0726 -6.8641
C 0.1555 1.0538 -4.8138
F 0.3022 2.2185 -5.4410
C 0.1697 -4.3380 0.2542
Te 1.5284 -2.7206 0.0008
C 2.4770 -3.7390 -1.6011
H -0.4082 -4.4426 -0.6628
H -0.4942 -4.1230 1.0884
H 0.7598 -5.2325 0.4477
H 2.8361 -4.6803 -1.1886
H 3.3028 -3.1316 -1.9583
H 1.7586 -3.9083 -2.3989
*
```